Below is C8H13FN2O2 in the gas phase, with properties calculated with ωB97M-V/def2-TZVPD.

Cartesian coordinates (Å):
1 H 1.828 2.437 0.747
2 N 1.031 2.157 0.149
3 C 0.949 2.267 -1.078
4 C -0.080 1.370 -1.840
5 N -0.472 0.178 -1.303
6 C -1.542 0.228 -0.327
7 C -1.400 -0.899 0.648
8 C 0.141 -1.361 0.509
9 C 1.079 -1.042 1.635
10 F 2.309 -1.546 1.405
11 C 0.483 -1.730 2.886
12 O -0.467 -1.469 3.567
13 O 1.191 -2.879 3.153
14 C 0.640 -0.686 -0.825
15 H 1.757 2.760 -1.693
16 H -1.095 1.963 -1.876
17 H 0.406 1.331 -2.860
18 H -2.517 0.168 -0.859
19 H -1.440 1.182 0.203
20 H -1.617 -0.576 1.644
21 H -1.863 -1.846 0.371
22 H 0.028 -2.384 0.251
23 H 1.171 0.013 2.042
24 H 0.666 -3.263 3.832
25 H 1.579 -0.193 -0.706
26 H 0.727 -1.508 -1.482

## Properties
HOMO-LUMO gap ... 0.3334 hartree
SMILES ... [H]/N=C/CN1CC[C@H]([C@H](F)C(=O)O)C1
Energy above the lowest of the compared OMol25 structures with the same formula, charge and spin ... 0.0910 eV

Löwdin population analysis, charges in e, atoms 1 to 6: atom 1 (H): 0.078, atom 2 (N): 0.094, atom 3 (C): -0.232, atom 4 (C): -0.239, atom 5 (N): -0.178, atom 6 (C): -0.197